1.
{"formula": "CF3NOS", "method": "ωB97M-V/def2-TZVPD", "homo_energy_ev": [-10.023, -10.025], "gap_ev": [7.186, 7.192], "lumo_energy_ev": [-2.836, -2.833], "elements": ["F", "N", "S", "C", "F", "O", "F"], "xyz": [[0.33727, -2.08102, -0.56391], [0.20016, 0.10621, -1.98170], [1.22974, -0.76731, -1.41582], [-0.27940, 0.57929, 0.86288], [1.62036, -0.04622, 0.20399], [-0.35393, -0.21837, 1.66958], [-0.67817, 1.74445, 0.56045]]}

2.
{"formula": "C6H8F3N2S", "method": "ωB97M-V/def2-TZVPD", "homo_energy_ev": [-14.275, -14.274], "gap_ev": [7.285, 7.284], "lumo_energy_ev": [-6.990, -6.990], "charge": 1, "elements": ["N", "H", "C", "H", "C", "H", "S", "H", "C", "F", "H", "H", "C", "N", "H", "C", "F", "F", "C", "H"], "xyz": [[1.02481, 0.79829, 0.07592], [-3.50368, 2.56964, 0.17884], [-0.09234, -1.05627, 0.26961], [-3.53212, 0.99125, 0.11111], [-2.86466, 1.73858, 0.10295], [3.31283, 1.19642, -1.24805], [-1.77247, 1.66567, 1.47018], [1.64542, -2.32712, -0.30166], [-1.31502, -1.88613, 0.42619], [-1.61038, -1.88105, 1.69584], [3.72798, -0.43477, -1.14777], [3.85205, 0.49819, 0.10056], [3.20972, 0.30054, -0.69008], [-0.14212, 0.28510, 0.47168], [-2.50472, 1.87888, -0.91629], [1.18301, -1.41510, -0.10880], [-2.32820, -1.33668, -0.31501], [-1.13452, -3.16896, 0.11737], [1.86949, -0.21082, -0.33270], [0.97492, 1.79435, 0.04012]]}

3.
{"formula": "C14H15N5O6S2Sn", "method": "ωB97M-V/def2-TZVPD", "homo_energy_ev": -8.498, "gap_ev": 7.989, "lumo_energy_ev": -0.510, "elements": ["C", "N", "N", "O", "C", "C", "C", "C", "O", "S", "H", "C", "S", "H", "H", "H", "O", "C", "H", "H", "N", "H", "O", "H", "Sn", "N", "C", "H", "H", "C", "C", "H", "H", "C", "H", "C", "H", "C", "O", "N", "O", "H", "C"], "xyz": [[-0.85550, -1.57225, -2.78887], [-0.37802, -1.53829, -1.56265], [3.09851, 0.71959, 1.73515], [-2.78795, -0.67237, -1.74217], [2.18205, 2.80082, 1.08195], [3.43139, 3.21913, 1.48554], [0.17248, -1.96606, -3.67560], [1.63845, 5.04626, 0.52933], [5.40377, 1.53796, 1.11863], [4.32375, 1.80419, 2.02317], [-4.37271, -2.08739, 3.85083], [-3.64631, -1.91794, 3.04898], [0.60322, 0.47652, 0.83335], [0.93819, 5.77886, 0.15120], [-2.76412, -3.79049, 0.39716], [2.31375, -2.35147, -3.05816], [-2.88986, -1.14979, -3.93186], [3.82947, 4.53944, 1.43112], [3.17190, 6.50219, 0.88212], [0.28411, 3.37583, 0.27388], [-2.59654, -3.09600, 1.11819], [-3.77730, -4.01226, 2.63806], [1.33099, -2.42322, -5.74646], [2.06057, -2.39579, -5.11711], [-1.84240, -0.61764, 0.10125], [0.90966, -1.84355, -1.60116], [-2.29733, -1.10516, -2.89777], [-1.74401, -3.37603, 1.59542], [-4.79973, -0.57605, 2.00745], [-3.72358, -3.07693, 2.07394], [1.26250, 3.70947, 0.59386], [1.46791, -1.73239, -0.75306], [-2.65829, -1.90031, 3.51642], [0.13648, -2.14214, -5.15394], [4.81365, 4.84890, 1.75193], [2.90407, 5.45583, 0.94348], [-4.64714, -2.99980, 1.49665], [2.05526, 1.31304, 1.26040], [-0.84816, -2.06835, -5.81897], [-3.84955, -0.64482, 2.35731], [4.56824, 1.88213, 3.43164], [-3.70733, 0.14643, 2.97502], [1.28548, -2.10011, -2.85565]]}